Below is a cluster of 12 separate species, C17H18BCl33O6S in total in a non-equilibrium geometry, with properties calculated with the ωB97M-V functional and the def2-TZVPD basis.

Atoms and positions in Å:
1 Cl -4.566 4.230 5.574
2 Cl -4.899 -0.460 -2.000
3 Cl 1.560 1.757 4.761
4 Cl 7.723 2.498 7.114
5 Cl 6.551 5.073 6.466
6 Cl -6.259 1.374 -0.207
7 Cl 6.234 -0.991 -5.900
8 Cl 6.273 -12.246 -7.843
9 Cl -10.067 -0.480 -6.158
10 Cl -10.362 3.961 0.969
11 Cl 7.391 -0.286 -8.470
12 Cl 2.204 4.560 4.338
13 Cl 9.434 4.741 6.425
14 Cl 4.548 6.694 4.070
15 Cl 6.540 4.896 2.950
16 Cl -0.112 3.385 3.039
17 Cl -10.549 1.417 2.361
18 Cl 2.343 -4.672 -3.282
19 Cl 7.092 -5.384 -3.020
20 Cl 5.648 -4.620 -5.418
21 Cl 6.067 -7.430 -4.811
22 Cl 8.260 -2.694 -7.098
23 Cl 3.549 -2.680 -1.552
24 Cl -9.297 -1.678 -3.624
25 Cl -1.907 5.397 5.444
26 Cl -5.679 2.173 -2.941
27 Cl -7.535 0.224 -4.917
28 Cl -8.231 3.121 2.756
29 Cl 7.012 -10.585 -5.577
30 Cl 5.725 7.260 1.477
31 Cl -2.231 2.616 6.220
32 Cl 2.100 -1.850 -3.916
33 Cl 5.878 -9.372 -7.966
34 S -0.896 -1.077 0.339
35 O -0.302 -2.376 0.263
36 O -5.621 -0.654 2.218
37 O -4.567 -2.349 1.152
38 O -2.728 -3.661 1.368
39 O -3.015 1.908 0.027
40 O -0.991 -0.345 -0.893
41 C -8.726 -1.053 -5.173
42 C 2.191 -3.042 -2.620
43 C -6.094 0.827 -1.882
44 C -9.465 2.587 1.614
45 C 7.684 -1.040 -6.902
46 C -2.949 4.230 6.264
47 C -4.696 -1.029 1.580
48 C 7.927 4.247 7.196
49 C 6.886 -10.671 -7.336
50 C -3.369 2.024 2.574
51 C -0.019 -0.062 1.493
52 C -3.440 -0.301 1.195
53 C 6.005 6.568 3.074
54 C -3.209 -2.607 1.136
55 C 0.914 3.375 4.480
56 C 5.798 -5.821 -4.140
57 C -2.553 -1.260 0.917
58 B -3.272 1.276 1.195
59 H 4.870 -5.836 -3.585
60 H -2.362 2.210 2.966
61 H 7.880 -10.553 -7.745
62 H 1.277 -2.995 -2.039
63 H 0.290 3.639 5.323
64 H -8.241 -1.863 -5.701
65 H -3.903 2.970 2.466
66 H 6.785 7.141 3.558
67 H -7.050 0.431 -2.199
68 H -0.630 0.196 2.358
69 H -8.961 2.099 0.789
70 H 8.456 -0.474 -6.400
71 H 7.976 4.530 8.239
72 H -3.886 1.397 3.303
73 H 0.305 0.826 0.955
74 H -3.023 4.525 7.302
75 H -2.562 2.744 0.177
76 H 0.847 -0.631 1.830

## Properties
* HOMO: -10.693 eV
* lowest unoccupied orbital energy: -1.349 eV
* frontier orbital gap: 9.34 eV
* structure (SMILES): CB(O)C1=C(S(C)(=O)=O)C(=O)OC1=O.ClC(Cl)Cl.ClC(Cl)Cl.ClC(Cl)Cl.ClC(Cl)Cl.ClC(Cl)Cl.ClC(Cl)Cl.ClC(Cl)Cl.ClC(Cl)Cl.ClC(Cl)Cl.ClC(Cl)Cl.ClC(Cl)Cl

Below is a structure of composition C17H18BClFeN6O2 in a non-equilibrium geometry, with properties calculated with the ωB97M-V functional and the def2-TZVPD basis.

Atoms and positions in Å:
1 Fe 0.069 0.036 -0.353
2 Cl -0.577 1.307 7.832
3 O 1.636 0.535 1.567
4 O 2.223 -1.475 2.442
5 N -1.214 -0.025 -2.901
6 N 1.196 -0.947 -1.449
7 N -1.436 -0.160 -1.516
8 N 0.559 1.652 -2.601
9 N 1.142 -0.751 -2.842
10 N 0.554 1.599 -1.193
11 C 0.892 2.833 -0.739
12 C 0.134 1.772 5.268
13 C 2.656 -2.326 -2.436
14 C 2.023 -1.576 -3.425
15 C 1.115 3.671 -1.844
16 C -2.751 -0.487 -1.359
17 C 0.894 2.889 -2.981
18 C 0.036 0.834 6.308
19 C 1.127 0.078 3.837
20 C 2.128 -1.908 -1.215
21 C 1.708 -0.335 2.512
22 C 0.452 -0.488 6.101
23 C 0.667 1.380 4.041
24 C -0.992 -1.468 1.191
25 C -2.370 -0.234 -3.559
26 C 0.991 -0.855 4.868
27 C -3.367 -0.534 -2.619
28 B 0.207 0.362 -3.398
29 H 1.408 4.699 -1.811
30 H 0.269 0.496 -4.576
31 H 0.719 2.094 3.227
32 H -4.395 -0.765 -2.809
33 H 0.349 -1.214 6.902
34 H -3.187 -0.689 -0.383
35 H -1.000 -1.679 2.263
36 H 2.370 -2.218 -0.200
37 H -1.143 -0.379 1.068
38 H -2.411 -0.161 -4.632
39 H 0.964 3.037 0.320
40 H 2.142 -1.543 -4.500
41 H 1.313 -1.872 4.693
42 H -0.212 2.788 5.434
43 H -1.818 -2.013 0.738
44 H -0.043 -1.843 0.760
45 H 3.420 -3.078 -2.575
46 H 0.976 3.106 -4.034

## Properties
* HOMO (alpha / beta): -8.433 / -8.433 eV
* lowest unoccupied orbital energy (alpha / beta): 0.375 / -0.103 eV
* frontier orbital gap (alpha / beta): 8.81 / 8.33 eV
* spin multiplicity: 5

Below is a structure of composition C17H18BN7O3STi in a non-equilibrium geometry, with properties calculated with the ωB97M-V functional and the def2-TZVPD basis.

Atoms and positions in Å:
1 Ti 0.305 -0.380 -0.134
2 S 1.227 -2.035 2.775
3 O 1.912 -1.564 -0.806
4 O 1.280 -0.982 3.763
5 O 0.126 -2.947 2.746
6 N -1.374 -0.007 1.211
7 N -0.996 -1.383 -1.324
8 N 1.339 -1.308 1.291
9 N -0.259 1.454 -1.013
10 N -1.600 1.549 -1.346
11 N -2.543 0.281 0.532
12 N -2.239 -0.842 -1.630
13 C 5.203 -3.943 1.718
14 C 2.198 -1.899 0.406
15 C 2.771 -2.858 2.426
16 C -3.599 0.297 1.356
17 C 2.853 0.978 -0.253
18 C 4.774 -4.005 3.054
19 C -1.742 -0.077 2.538
20 C 3.529 -3.478 3.411
21 C -3.123 0.153 2.657
22 C 3.168 -2.745 1.100
23 C -2.904 -1.636 -2.480
24 C -0.897 -2.556 -2.036
25 C 4.411 -3.314 0.731
26 C -0.630 3.340 -2.202
27 C 0.340 2.547 -1.570
28 C -1.820 2.635 -2.076
29 C -2.069 -2.731 -2.786
30 B -2.644 0.497 -0.987
31 H 3.083 2.050 -0.247
32 H 5.400 -4.469 3.826
33 H -3.916 -1.378 -2.820
34 H -0.017 -3.171 -1.923
35 H -3.770 0.762 -1.320
36 H 3.615 0.456 0.338
37 H 4.770 -3.260 -0.291
38 H 1.835 0.818 0.228
39 H -0.503 4.276 -2.697
40 H -4.587 0.402 0.922
41 H -2.823 2.771 -2.448
42 H -3.717 0.201 3.551
43 H 2.901 0.571 -1.289
44 H -2.287 -3.533 -3.479
45 H 1.408 2.663 -1.551
46 H -1.039 -0.364 3.305
47 H 3.136 -3.508 4.413
48 H 6.181 -4.386 1.466

## Properties
* HOMO (alpha / beta): -15.210 / -15.282 eV
* lowest unoccupied orbital energy (alpha / beta): -7.176 / -11.270 eV
* frontier orbital gap (alpha / beta): 8.03 / 4.01 eV
* spin multiplicity: 3
* charge: +2

Below is a structure of composition C17H18BN8SeZr in a non-equilibrium geometry, with properties calculated with the ωB97M-V functional and the def2-TZVPD basis.

Atoms and positions in Å:
1 Zr -0.261 -1.332 -0.556
2 Se 0.088 0.901 0.597
3 N 1.257 3.552 0.045
4 N 0.402 3.337 2.059
5 N -1.088 -2.742 0.696
6 N -1.646 -2.944 -2.352
7 N 0.682 -3.698 -1.671
8 N -1.577 -1.599 -2.093
9 N 1.238 -2.512 -1.271
10 N -1.245 -3.892 -0.036
11 C -2.997 -1.917 -3.787
12 C 1.493 6.841 2.489
13 C 1.448 4.768 0.680
14 C 0.898 4.622 1.969
15 C 2.031 5.964 0.281
16 C -0.237 2.832 3.242
17 C -1.983 -4.307 2.018
18 C -1.537 -2.998 1.944
19 C 0.629 2.721 0.896
20 C 2.864 -3.814 -2.075
21 C 2.565 -2.584 -1.517
22 C 0.912 5.658 2.894
23 C -2.399 -0.977 -2.966
24 C 1.650 -4.486 -2.154
25 C -1.781 -4.835 0.749
26 C -2.497 -3.143 -3.366
27 C 2.040 6.988 1.208
28 B -0.843 -4.007 -1.539
29 H -1.109 3.442 3.482
30 H -3.697 -1.740 -4.580
31 H 1.453 -5.472 -2.528
32 H 1.528 7.676 3.171
33 H -1.518 -2.239 2.715
34 H -1.074 -5.084 -1.941
35 H -1.996 -5.824 0.392
36 H 2.482 7.935 0.942
37 H -2.396 -4.812 2.871
38 H 0.491 5.544 3.878
39 H 0.454 2.880 4.085
40 H -2.715 -4.122 -3.746
41 H -2.518 0.098 -2.956
42 H 1.552 3.358 -0.903
43 H 2.457 6.099 -0.698
44 H -0.550 1.800 3.091
45 H 3.226 -1.761 -1.279
46 H 3.826 -4.175 -2.382

## Properties
* HOMO: -16.856 eV
* lowest unoccupied orbital energy: -10.639 eV
* frontier orbital gap: 6.22 eV
* charge: +3

Below is a structure of composition C17H18Cl3ILiN3O3Si, with properties calculated with the ωB97M-V functional and the def2-TZVPD basis.

Atoms and positions in Å:
1 I -3.558 -1.252 0.352
2 Cl -5.237 0.876 -2.704
3 Cl -2.834 1.582 -4.926
4 Cl -3.823 -1.554 -4.459
5 Si -3.199 0.209 -3.252
6 O -0.153 1.288 -1.718
7 O 0.435 1.690 1.651
8 O 3.529 -2.728 -1.544
9 N 3.290 1.750 -2.399
10 N -0.312 -0.985 0.162
11 N -0.100 2.917 3.456
12 C 3.045 -0.343 -1.236
13 C -1.943 1.980 2.145
14 C 0.244 -2.705 1.837
15 C 2.010 1.957 -2.317
16 C 3.803 0.599 -1.869
17 C 0.869 -1.099 -0.341
18 C -0.121 -3.718 2.709
19 C -2.411 -3.360 2.136
20 C 1.068 1.027 -1.679
21 C -0.693 -2.017 1.052
22 C -2.424 2.216 0.712
23 C -0.447 2.153 2.347
24 C -2.042 -2.339 1.267
25 C 1.640 -0.139 -1.095
26 C 3.732 -1.572 -0.714
27 C 1.410 3.200 -2.891
28 C -1.456 -4.066 2.851
29 Li -1.603 0.821 -0.769
30 H -3.510 2.024 0.701
31 H 1.281 -2.403 1.792
32 H 1.398 -2.040 -0.160
33 H -3.462 -3.587 2.257
34 H -0.798 3.517 3.857
35 H 0.862 3.208 3.498
36 H 0.625 2.952 -3.608
37 H -2.421 2.595 2.937
38 H -2.151 0.940 2.439
39 H 4.875 0.462 -1.962
40 H 2.190 3.796 -3.363
41 H 0.914 3.775 -2.105
42 H 0.643 -4.216 3.294
43 H 3.412 -1.801 0.307
44 H -1.757 -4.854 3.531
45 H 4.809 -1.403 -0.690
46 H 2.662 -2.633 -1.951
47 H -2.295 3.282 0.460

## Properties
* HOMO: -0.668 eV
* lowest unoccupied orbital energy: 4.217 eV
* frontier orbital gap: 4.88 eV
* charge: -2

Below is a structure of composition C17H18ClI2N2O4P2S in a non-equilibrium geometry, with properties calculated with the ωB97M-V functional and the def2-TZVPD basis.

Atoms and positions in Å:
1 I -3.980 -3.079 -4.068
2 I -3.370 0.398 -4.196
3 Cl -4.924 0.278 -0.615
4 S 0.305 0.020 -4.896
5 P 0.858 -0.970 -3.267
6 P 2.070 1.980 1.847
7 O 2.578 0.471 -0.768
8 O 2.624 -1.017 -3.384
9 O -5.304 2.001 2.052
10 O 0.378 -2.672 -3.331
11 N -5.651 1.020 4.645
12 N 1.243 0.492 -0.620
13 C -3.861 1.793 1.705
14 C -3.476 0.936 0.321
15 C -2.683 -2.187 -2.521
16 C -2.111 -3.233 -1.369
17 C 2.231 -1.822 0.481
18 C -1.179 2.270 2.374
19 C 2.961 0.660 2.901
20 C -1.414 -0.001 -1.404
21 C -0.806 1.432 1.012
22 C -1.892 0.776 -0.046
23 C -5.414 1.414 3.417
24 C 3.211 -0.729 -0.232
25 C -2.770 2.477 2.716
26 C 0.241 -0.093 -1.642
27 C 0.778 1.235 0.653
28 C 3.276 3.160 0.953
29 C -2.361 -0.703 -2.535
30 H 3.547 4.120 1.601
31 H 1.479 -1.396 1.269
32 H -3.089 3.104 3.674
33 H 2.962 1.072 4.021
34 H 1.005 -3.151 -2.712
35 H 4.115 0.553 2.623
36 H 2.874 -1.780 -3.992
37 H 4.246 2.640 0.554
38 H -1.551 -4.096 -1.974
39 H -2.962 -3.775 -0.764
40 H 4.040 -0.428 0.569
41 H 2.436 -0.385 2.947
42 H 2.694 3.571 -0.003
43 H -0.405 2.768 3.113
44 H 3.815 -1.315 -1.079
45 H -1.281 -2.756 -0.677
46 H 2.900 -2.652 1.011
47 H 1.613 -2.402 -0.359

## Properties
* HOMO: -11.275 eV
* lowest unoccupied orbital energy: -5.448 eV
* frontier orbital gap: 5.83 eV
* charge: +1

Below is an isolated molecule of C17H18ClN3O3 in a non-equilibrium geometry, with properties calculated with the ωB97M-V functional and the def2-TZVPD basis.

Atoms and positions in Å:
1 Cl -3.337 -2.656 0.995
2 O -1.515 -5.116 5.078
3 O -0.765 2.719 -2.576
4 O 0.634 -5.171 4.975
5 N 0.310 0.846 -0.738
6 N -0.456 -4.835 4.550
7 N -0.599 -1.752 -0.140
8 C -1.713 -3.689 2.802
9 C -0.575 -2.499 1.000
10 C 0.640 -2.921 1.583
11 C -1.756 -2.939 1.649
12 C -1.010 0.466 -1.176
13 C 2.464 3.770 -0.169
14 C 0.275 3.103 -1.758
15 C 0.811 2.134 -0.878
16 C 1.257 -0.242 -0.575
17 C -0.491 -4.059 3.355
18 C -1.573 -0.684 -0.331
19 C 0.586 -1.564 -0.945
20 C 1.915 2.503 -0.109
21 C 0.690 -3.679 2.726
22 C 1.910 4.716 -1.005
23 C -1.314 3.661 -3.462
24 C 0.821 4.376 -1.792
25 H 0.413 5.120 -2.457
26 H 2.346 1.781 0.566
27 H 2.145 -0.077 -1.200
28 H -2.106 3.133 -3.991
29 H -2.466 -1.061 -0.839
30 H -1.676 1.318 -1.047
31 H -1.032 0.194 -2.241
32 H 1.584 -0.302 0.473
33 H -0.574 4.017 -4.186
34 H -1.744 4.516 -2.930
35 H 1.272 -2.400 -0.821
36 H 3.317 4.013 0.445
37 H 2.318 5.713 -1.061
38 H 1.574 -2.617 1.143
39 H -2.625 -4.017 3.277
40 H -1.868 -0.299 0.649
41 H 0.279 -1.548 -1.995
42 H 1.634 -3.971 3.158

## Properties
* HOMO: -7.730 eV
* lowest unoccupied orbital energy: -0.302 eV
* frontier orbital gap: 7.43 eV
* structure (SMILES): COc1ccccc1N1CCN(c2ccc([N+](=O)[O-])cc2Cl)CC1

Below is an isolated molecule of C17H18ClN3O3, with properties calculated with the ωB97M-V functional and the def2-TZVPD basis.

Atoms and positions in Å:
1 Cl -3.164 -2.535 -0.803
2 O -0.073 2.215 1.263
3 O 2.216 0.251 -2.306
4 O 2.140 -0.938 1.106
5 N 1.803 1.531 -0.518
6 N -4.608 1.363 -0.666
7 N 0.440 1.519 -0.802
8 C -2.344 0.922 -1.286
9 C -1.583 -2.086 -0.251
10 C 2.626 0.792 -1.296
11 C 0.965 -1.381 0.582
12 C 0.789 -2.034 -0.632
13 C -4.171 2.037 0.384
14 C 3.408 -1.273 0.568
15 C -0.155 -1.092 1.366
16 C -1.436 -1.437 0.975
17 C 4.249 0.006 0.490
18 C 4.070 0.746 -0.842
19 C -2.826 2.199 0.674
20 C -2.614 -1.143 1.846
21 C -1.883 1.632 -0.180
22 C -0.448 1.799 0.179
23 C -0.489 -2.376 -1.042
24 C -3.714 0.821 -1.475
25 H 0.005 -0.578 2.301
26 H 0.239 1.020 -1.661
27 H 1.615 -2.269 -1.282
28 H -2.341 -0.455 2.641
29 H -2.985 -2.066 2.292
30 H 3.875 -1.989 1.256
31 H 5.303 -0.245 0.612
32 H 4.453 1.764 -0.755
33 H 4.628 0.232 -1.627
34 H -1.677 0.434 -1.979
35 H 3.957 0.641 1.327
36 H -3.427 -0.711 1.264
37 H -4.937 2.459 1.021
38 H 3.334 -1.737 -0.417
39 H 1.997 1.819 0.435
40 H -2.492 2.746 1.542
41 H -4.118 0.274 -2.316
42 H -0.629 -2.876 -1.988

## Properties
* HOMO: -8.383 eV
* lowest unoccupied orbital energy: 0.166 eV
* frontier orbital gap: 8.55 eV
* structure (SMILES): Cc1cc(OCCCC(=O)NNC(=O)c2ccncc2)ccc1Cl